1.
ORCA calculation (the ωB97M-V functional and the def2-TZVPD basis) on a single C24H25N3O6 molecule at a distorted geometry.

The value obtained for the total energy is -42049.633 eV. As for the structure (SMILES): CC(=O)Nc1ccc(NC(=O)[C@@H](C)OC(=O)c2ccc(OCc3c(C)noc3C)cc2)cc1. Its HOMO-LUMO gap is 8.420 eV. Its charge is 0. The calculation puts the HOMO energy at -0.296 Eh.

Last column: Löwdin charge in e.
Geometry (Å):
1 C -9.347 -3.301 -0.035  -0.003
2 C -8.546 -2.013 -0.017  -0.516
3 O -9.053 -0.918 0.017  0.071
4 N -7.200 -2.248 -0.043  0.110
5 C -6.143 -1.332 -0.036  -0.225
6 C -4.844 -1.837 -0.053  -0.030
7 C -3.761 -0.984 -0.044  -0.026
8 C -3.950 0.396 -0.020  -0.216
9 N -2.811 1.208 -0.006  0.147
10 C -2.723 2.558 0.003  -0.414
11 O -3.653 3.333 -0.007  0.086
12 C -1.278 3.080 0.030  -0.246
13 C -1.095 4.032 1.210  -0.002
14 O -0.352 1.994 0.111  -0.007
15 C 0.828 2.139 -0.527  -0.428
16 O 1.117 3.114 -1.173  0.127
17 C 1.700 0.960 -0.353  -0.128
18 C 1.356 -0.116 0.467  -0.007
19 C 2.205 -1.190 0.591  0.009
20 C 3.422 -1.222 -0.100  -0.266
21 O 4.172 -2.332 0.095  -0.034
22 C 5.444 -2.423 -0.517  -0.124
23 C 6.427 -1.418 -0.007  -0.125
24 C 7.541 -0.868 -0.707  -0.309
25 C 7.974 -1.157 -2.095  -0.017
26 N 8.182 -0.030 0.061  0.103
27 O 7.541 0.010 1.253  0.018
28 C 6.488 -0.822 1.226  -0.250
29 C 5.634 -0.922 2.434  0.019
30 C 3.770 -0.146 -0.916  0.012
31 C 2.913 0.929 -1.035  0.012
32 C -5.246 0.902 -0.007  0.009
33 C -6.331 0.048 -0.014  0.006
34 H -9.130 -3.867 -0.938  0.082
35 H -9.101 -3.910 0.832  0.082
36 H -10.406 -3.060 -0.012  0.083
37 H -6.910 -3.216 -0.069  0.139
38 H -4.683 -2.906 -0.072  0.109
39 H -2.759 -1.390 -0.058  0.110
40 H -1.928 0.713 -0.001  0.133
41 H -1.096 3.626 -0.906  0.160
42 H -1.163 3.480 2.145  0.093
43 H -0.124 4.519 1.150  0.086
44 H -1.880 4.782 1.179  0.087
45 H 0.428 -0.097 1.017  0.115
46 H 1.956 -2.029 1.221  0.122
47 H 5.784 -3.438 -0.278  0.143
48 H 5.357 -2.340 -1.608  0.133
49 H 8.855 -0.566 -2.325  0.083
50 H 7.183 -0.910 -2.802  0.081
51 H 8.210 -2.214 -2.204  0.087
52 H 6.227 -0.691 3.316  0.091
53 H 4.811 -0.210 2.374  0.093
54 H 5.218 -1.923 2.516  0.091
55 H 4.705 -0.134 -1.452  0.111
56 H 3.172 1.767 -1.663  0.126
57 H -5.399 1.968 0.010  0.104
58 H -7.331 0.447 -0.002  0.102

---

2.
ORCA calculation (the ωB97M-V functional and the def2-TZVPD basis) on a single C24H25N7O molecule at a distorted geometry.

The value obtained for the total energy is -37770.889 eV. As for the structure (SMILES): Oc1ccc(N2CCN([C@H](c3cccnc3)c3nnnn3Cc3ccccc3)CC2)cc1. Its HOMO-LUMO gap is 8.026 eV. Its charge is 0. The calculation puts the HOMO energy at -0.274 Eh.

Last column: Löwdin charge in e.
Geometry (Å):
1 O -7.966 0.094 -0.442  0.042
2 C -6.607 0.147 -0.307  -0.332
3 C -5.891 1.020 -1.119  -0.013
4 C -4.520 1.099 -1.015  -0.017
5 C -3.813 0.323 -0.090  -0.236
6 N -2.420 0.401 -0.057  -0.109
7 C -1.668 -0.597 0.665  -0.160
8 C -0.237 -0.626 0.127  -0.156
9 N 0.376 0.678 0.293  -0.094
10 C 1.810 0.654 0.031  -0.208
11 C 2.442 1.982 0.389  -0.154
12 C 2.633 3.001 -0.538  -0.024
13 C 3.213 4.187 -0.118  -0.047
14 C 3.581 4.308 1.213  -0.150
15 N 3.399 3.347 2.102  0.063
16 C 2.844 2.220 1.699  -0.094
17 C 2.168 0.260 -1.366  -0.249
18 N 1.680 0.732 -2.491  0.079
19 N 2.285 0.078 -3.474  -0.029
20 N 3.116 -0.762 -3.023  0.044
21 N 3.087 -0.688 -1.689  -0.059
22 C 3.897 -1.533 -0.854  -0.076
23 C 3.037 -2.497 -0.074  -0.231
24 C 3.124 -2.574 1.310  -0.056
25 C 2.304 -3.441 2.012  -0.078
26 C 1.389 -4.230 1.337  -0.086
27 C 1.301 -4.160 -0.043  -0.076
28 C 2.123 -3.299 -0.747  -0.040
29 C -0.380 1.668 -0.457  -0.157
30 C -1.804 1.703 0.089  -0.140
31 C -4.543 -0.548 0.717  -0.027
32 C -5.920 -0.638 0.605  -0.031
33 H -8.326 -0.549 0.180  0.101
34 H -6.428 1.622 -1.835  0.117
35 H -3.983 1.762 -1.676  0.110
36 H -1.633 -0.385 1.747  0.132
37 H -2.117 -1.578 0.503  0.123
38 H -0.267 -0.931 -0.934  0.134
39 H 0.340 -1.367 0.686  0.113
40 H 2.218 -0.107 0.708  0.132
41 H 2.332 2.867 -1.567  0.107
42 H 3.375 4.998 -0.812  0.103
43 H 4.042 5.211 1.590  0.103
44 H 2.709 1.464 2.462  0.118
45 H 4.564 -2.073 -1.532  0.137
46 H 4.498 -0.912 -0.182  0.134
47 H 3.837 -1.957 1.839  0.114
48 H 2.379 -3.494 3.088  0.105
49 H 0.745 -4.901 1.887  0.104
50 H 0.591 -4.776 -0.573  0.107
51 H 2.057 -3.244 -1.824  0.117
52 H -0.398 1.434 -1.531  0.116
53 H 0.082 2.646 -0.314  0.119
54 H -1.762 1.989 1.154  0.133
55 H -2.383 2.453 -0.447  0.113
56 H -4.048 -1.160 1.454  0.100
57 H -6.463 -1.323 1.244  0.111

---

3.
ORCA calculation (the ωB97M-V functional and the def2-TZVPD basis) on C24H26BBrN7O3RuS3 as an isolated structure at a distorted geometry.

The value obtained for the total energy is -147683.073 eV. Its HOMO-LUMO gap (alpha / beta) is 5.665 / 5.340 eV. Its charge is +1. The calculation puts the HOMO energy (alpha / beta) at -0.401 / -0.401 Eh.

Last column: Löwdin charge in e.
Geometry (Å):
1 Ru -0.708 -0.002 -0.313  1.025
2 O 2.213 4.360 1.784  0.060
3 C 0.860 4.512 1.905  -0.262
4 C 0.291 5.666 2.432  -0.013
5 C -1.084 5.759 2.561  -0.070
6 C -1.901 4.706 2.168  -0.075
7 C -1.326 3.565 1.633  -0.038
8 C 0.052 3.459 1.488  -0.111
9 C 0.669 2.206 0.907  -0.359
10 O -0.068 1.825 -0.219  -0.358
11 N 0.689 1.116 1.886  0.055
12 N -0.174 0.084 1.625  -0.135
13 C -0.282 -0.870 2.471  -0.176
14 C -1.264 -1.935 2.372  -0.700
15 Br -2.999 -1.386 1.830  0.781
16 C -1.013 -3.190 2.751  -0.081
17 C 0.332 -3.669 3.077  -0.219
18 C 1.458 -3.191 2.397  -0.049
19 C 2.724 -3.645 2.733  -0.066
20 C 2.879 -4.584 3.743  -0.067
21 C 1.765 -5.080 4.409  -0.062
22 C 0.499 -4.634 4.073  -0.023
23 H 2.659 5.160 2.077  0.114
24 H 0.928 6.485 2.745  0.119
25 H -1.520 6.658 2.976  0.111
26 H -2.974 4.776 2.280  0.107
27 H -1.953 2.744 1.305  0.095
28 H 1.702 2.408 0.610  0.145
29 H 1.579 0.821 2.259  0.149
30 H 0.346 -0.837 3.359  0.159
31 H -1.833 -3.898 2.800  0.124
32 H 1.335 -2.491 1.576  0.084
33 H 3.589 -3.276 2.197  0.109
34 H 3.866 -4.941 4.003  0.110
35 H 1.886 -5.818 5.189  0.112
36 H -0.369 -5.025 4.589  0.121
37 C 1.547 -3.828 -1.670  -0.014
38 N 0.799 -3.036 -2.637  -0.114
39 C 1.104 -2.891 -3.969  -0.014
40 C 0.145 -2.094 -4.499  -0.029
41 N -0.739 -1.757 -3.506  0.015
42 B -2.047 -0.911 -3.746  -0.405
43 N -1.719 0.616 -3.543  0.006
44 C -1.152 1.403 -4.505  -0.039
45 C -1.088 2.674 -4.036  -0.009
46 N -1.628 2.662 -2.779  -0.089
47 C -1.757 3.832 -1.921  0.000
48 C -2.003 1.399 -2.490  -0.668
49 S -2.767 0.898 -1.016  0.665
50 C -0.322 -2.334 -2.376  -0.664
51 S -1.047 -2.280 -0.799  0.700
52 H 2.463 -4.165 -2.145  0.101
53 H 0.961 -4.688 -1.353  0.102
54 H 1.786 -3.212 -0.806  0.060
55 H 1.957 -3.371 -4.413  0.134
56 H 0.004 -1.758 -5.511  0.132
57 H -2.327 -1.052 -4.903  0.084
58 H -2.890 -1.250 -2.972  0.060
59 H -0.854 1.001 -5.456  0.133
60 H -0.719 3.579 -4.485  0.138
61 H -0.802 4.049 -1.448  0.096
62 H -2.491 3.624 -1.149  0.067
63 H -2.086 4.674 -2.525  0.104
64 O 1.441 0.785 -2.767  -0.518
65 S 2.101 0.043 -1.700  0.783
66 N 1.279 -0.452 -0.553  -0.531